Record 1
This record from the OMol25 dataset describes C18H29LiN3NbO3 as an isolated structure. The level of theory is wB97M-V/def2-TZVPD.

Results
- net charge = +2
- LUMO energy (alpha / beta) (eV) = -11.57 / -11.59

Element x y z (Å)
N 1.66 -0.49 -0.94
C 4.02 -1.80 0.40
O 4.91 -1.94 -0.30
Li 2.21 0.82 -2.25
Nb -0.03 -0.06 -0.59
N -0.91 -1.64 -1.53
N -0.15 1.71 -1.73
C -0.43 -3.00 -1.69
C 0.31 3.04 -1.31
C 0.76 -3.11 -2.63
C -1.52 -3.93 -2.23
C -0.02 -3.49 -0.31
C 0.21 4.07 -2.46
C -0.59 3.53 -0.19
C 1.76 2.98 -0.86
H 0.50 -2.77 -3.63
H 1.04 -4.18 -2.68
H 1.63 -2.54 -2.28
H -2.38 -3.94 -1.56
H -1.12 -4.95 -2.29
H -1.83 -3.64 -3.25
H 0.87 -3.00 0.07
H 0.14 -4.58 -0.37
H -0.83 -3.29 0.40
H 0.54 3.67 -3.42
H 0.84 4.93 -2.25
H -0.81 4.46 -2.57
H -1.64 3.57 -0.53
H -0.28 4.53 0.12
H -0.56 2.87 0.69
H 1.96 2.24 -0.07
H 2.01 3.97 -0.46
H 2.43 2.81 -1.73
C -1.33 1.76 -2.59
H -1.36 0.92 -3.29
H -2.28 1.81 -2.03
H -1.28 2.67 -3.21
C -2.20 -1.32 -2.10
H -2.99 -2.02 -1.78
H -2.53 -0.32 -1.79
H -2.14 -1.34 -3.20
O 0.89 -1.56 1.98
C 0.29 -0.53 2.32
O -0.31 0.28 1.45
C 0.18 -0.13 3.76
C -0.49 1.04 4.14
C -0.61 1.37 5.50
C -0.05 0.54 6.48
C 0.63 -0.63 6.10
C 0.75 -0.95 4.74
H -0.92 1.67 3.36
H -1.14 2.28 5.79
H -0.15 0.79 7.54
H 1.06 -1.29 6.86
H 1.26 -1.85 4.41

=====

Record 2
This record from the OMol25 dataset describes C18H29N3OS as an isolated structure. The level of theory is wB97M-V/def2-TZVPD.

Results
- net charge = 0
- energy above the lowest of the compared OMol25 structures with the same formula, charge and spin (eV) = 18.515
- LUMO energy (eV) = 0.49

Element x y z (Å)
C 2.08 -2.00 -4.02
N 1.46 -0.70 -3.50
C 1.72 -0.20 -2.26
N 1.18 1.00 -2.26
C 0.40 1.27 -3.56
C 0.78 0.14 -4.32
H 0.52 -0.03 -5.29
H -0.15 1.98 -3.61
S 2.79 -1.03 -1.29
C 2.87 0.39 0.05
H 3.65 0.89 -0.21
H 3.26 -0.31 0.88
C 1.52 1.25 0.26
O 1.74 2.27 0.50
N 0.40 0.43 0.69
C 0.56 -0.97 0.87
H 1.44 -1.24 0.65
C 0.12 -1.39 2.28
C -0.02 -3.01 2.49
C -0.72 -3.62 1.42
C -0.53 -3.17 -0.13
C -0.36 -1.71 -0.10
H -1.52 -1.37 0.14
H -0.09 -1.30 -1.08
H -1.38 -3.78 -0.79
H 0.48 -3.44 -0.23
H -0.76 -4.53 1.32
H -1.92 -3.44 1.68
H -0.04 -3.27 3.37
H 1.17 -3.23 2.24
H -1.03 -1.21 2.60
H 0.63 -1.01 2.93
C -0.70 1.22 1.09
C -1.14 2.15 -0.27
C -2.43 2.81 0.07
C -2.30 3.53 1.52
C -2.02 2.81 2.51
C -0.31 2.18 2.39
H 0.26 2.83 2.08
H -0.10 1.39 3.16
H -1.63 3.64 3.52
H -2.36 2.03 2.85
H -1.47 4.43 1.07
H -3.19 4.27 1.47
H -2.76 3.25 -0.80
H -3.33 2.17 0.38
H -0.36 2.92 -0.39
H -1.28 1.60 -1.01
H -1.60 0.42 1.28
H 2.98 -2.00 -4.81
H 1.18 -2.61 -4.59
H 2.31 -2.68 -3.23

=====

Record 3
This record from the OMol25 dataset describes an isolated molecule of C18H29N3S2. The level of theory is wB97M-V/def2-TZVPD.

Results
- SMILES string = CCCCN(C)C1CCN(C(=S)Nc2cccc(SC)c2)CC1
- net charge = 0
- energy above the lowest of the compared OMol25 structures with the same formula, charge and spin (eV) = 0.245
- LUMO energy (eV) = 0.40

Element x y z (Å)
C -1.70 -2.95 -3.60
C -2.03 -2.24 -4.91
C -2.08 -0.71 -4.77
C -0.68 -0.11 -4.55
N -0.58 1.33 -4.41
C -1.27 2.07 -5.44
C -0.69 1.90 -3.08
C 0.56 1.60 -2.24
C 0.48 2.36 -0.92
N -0.71 1.97 -0.19
C -0.73 1.19 0.91
S -2.13 0.88 1.74
N 0.47 0.66 1.30
C 0.79 0.09 2.54
C 0.25 0.56 3.73
C 0.64 -0.01 4.93
C 1.56 -1.04 4.96
C 2.11 -1.50 3.76
S 3.30 -2.81 3.90
C 3.53 -3.37 2.19
C 1.73 -0.94 2.56
C -1.92 2.28 -0.92
C -1.93 1.53 -2.25
H -2.39 -2.65 -2.82
H -1.78 -4.03 -3.73
H -0.68 -2.73 -3.28
H -1.30 -2.51 -5.67
H -3.01 -2.58 -5.25
H -2.74 -0.45 -3.95
H -2.49 -0.30 -5.69
H -0.05 -0.39 -5.41
H -0.23 -0.56 -3.66
H -1.05 1.62 -6.40
H -0.90 3.10 -5.44
H -2.36 2.11 -5.31
H -0.71 2.99 -3.23
H 0.63 0.52 -2.04
H 1.45 1.89 -2.80
H 1.37 2.22 -0.31
H 0.40 3.43 -1.13
H 1.13 0.44 0.57
H -0.46 1.36 3.72
H 0.22 0.35 5.85
H 1.87 -1.49 5.89
H 4.15 -4.27 2.26
H 2.57 -3.62 1.76
H 4.05 -2.62 1.61
H 2.16 -1.28 1.63
H -2.77 1.99 -0.30
H -1.96 3.36 -1.09
H -2.84 1.78 -2.80
H -1.93 0.45 -2.04

=====

Record 4
This record from the OMol25 dataset describes a 2-piece molecular cluster, C18H29N4O10 overall. The level of theory is wB97M-V/def2-TZVPD.

Results
- net charge = +1
- LUMO energy (eV) = -2.41

Element x y z (Å)
O -7.13 -2.03 4.59
O 7.51 1.11 -3.36
O -1.79 -1.67 4.06
O 6.47 1.87 -1.50
O 0.40 -0.11 -4.90
O 4.92 1.13 -4.59
O 2.17 1.23 -4.67
O -0.30 0.25 -2.17
O 4.01 0.72 -2.37
O 1.95 1.05 -0.50
C -5.99 -1.61 4.49
C 6.49 1.23 -2.70
C -2.88 -2.19 3.85
C -1.52 0.09 1.52
C -2.78 0.56 1.80
C -1.95 1.77 0.14
N -1.02 0.85 0.48
N -3.22 -3.37 4.38
N -5.33 -1.76 3.34
N -3.02 1.62 0.94
C -5.34 -0.92 5.68
C -2.36 -4.17 5.26
C 5.37 -0.88 -3.44
C 4.26 2.40 -4.63
C 0.91 0.95 -4.11
C 5.17 0.62 -3.26
C 2.90 2.25 -3.96
C 1.03 0.48 -2.67
C 3.14 1.86 -2.49
C 1.77 1.54 -1.84
C -3.73 0.09 2.89
C -3.93 -1.45 2.99
H 7.39 2.15 -1.36
H 0.91 -0.12 -5.73
H -0.74 -0.36 -2.80
H 2.76 0.49 -0.48
H -1.00 -0.71 2.03
H -1.84 2.49 -0.66
H -0.12 0.71 0.00
H -4.14 -3.73 4.17
H -5.90 -2.20 2.63
H -3.87 2.17 0.92
H -5.11 0.11 5.43
H -4.44 -1.45 5.99
H -6.05 -0.93 6.51
H -1.54 -4.61 4.68
H -1.93 -3.53 6.03
H -2.94 -4.96 5.73
H 4.45 -1.34 -3.83
H 6.17 -1.08 -4.15
H 5.62 -1.35 -2.49
H 4.86 3.17 -4.13
H 4.13 2.71 -5.67
H 0.26 1.83 -4.18
H 2.36 3.20 -4.02
H 1.60 -0.45 -2.65
H 3.60 2.71 -1.97
H 1.17 2.45 -1.81
H -4.69 0.56 2.71
H -3.36 0.47 3.84
H -3.78 -1.85 1.99